Below is C33H35BrF6IrN6O7S3 as an isolated structure at a distorted geometry, with properties calculated with ωB97M-V with the def2-TZVPD basis set.

XYZ file:
```
92
Properties=species:S:1:pos:R:3:forces:R:3
Ir 0.5600 -0.4103 0.1287 0.90 -1.46 -0.67
C 2.9997 -1.2965 1.7593 -0.06 -0.08 0.00
N 2.5934 -0.3396 0.7051 0.03 0.28 0.01
C 3.4895 -0.5296 -0.4592 0.05 -0.11 0.09
C 2.8447 1.0398 1.2496 0.06 0.07 0.03
C 2.1136 2.0234 0.3980 0.01 0.02 -0.04
C 2.4548 3.3649 0.2753 0.06 -0.06 0.00
C 1.6531 4.2064 -0.4807 -0.02 0.02 -0.02
C 0.5183 3.7044 -1.1091 0.01 -0.04 -0.06
C 0.1817 2.3617 -0.9918 0.20 0.15 -0.05
C 0.9901 1.5156 -0.2394 -0.65 0.14 0.21
H 3.9711 -0.9868 2.1523 0.03 -0.04 0.00
H 3.0905 -2.2948 1.3324 -0.04 0.05 0.02
H 2.2604 -1.2893 2.5561 0.05 0.02 -0.02
H 4.5263 -0.5191 -0.1098 0.00 -0.01 -0.02
H 3.3486 0.2920 -1.1533 0.00 0.04 -0.04
H 3.2638 -1.4832 -0.9318 -0.02 0.05 0.00
H 3.9263 1.2057 1.2764 -0.01 0.00 0.00
H 2.4564 1.0604 2.2672 0.03 -0.04 -0.04
H 3.3343 3.7517 0.7787 0.00 0.01 -0.01
H 1.9061 5.2547 -0.5740 0.00 0.00 0.00
H -0.1179 4.3640 -1.6859 0.00 0.01 0.00
H -0.7098 1.9800 -1.4703 -0.07 0.01 0.02
F -5.3179 2.2736 0.0060 -0.04 0.01 0.04
C -4.1672 2.7311 0.4943 0.01 0.01 -0.03
F -4.4267 3.7308 1.3343 0.05 0.01 -0.02
F -3.4396 3.2084 -0.5209 -0.04 -0.03 -0.02
S -3.2211 1.4087 1.3840 0.10 0.31 0.15
O -1.8488 1.8052 1.2570 -0.01 -0.09 0.01
O -3.8178 1.3322 2.6762 -0.06 -0.08 -0.08
N -3.6152 0.1552 0.5034 0.24 -0.32 0.06
S -2.7724 -0.7666 -0.3842 -0.04 0.15 -0.51
O -1.3946 -0.3292 -0.7593 -0.13 0.31 0.97
O -2.9279 -2.1650 -0.1599 0.10 -0.07 0.16
C -3.5573 -0.4648 -2.0230 0.05 -0.04 -0.05
F -3.0121 -1.2783 -2.9379 -0.02 0.03 0.02
F -4.8603 -0.7030 -1.9652 0.00 -0.02 -0.01
F -3.3613 0.7947 -2.4114 -0.02 0.01 0.00
Br -2.6723 -1.1126 7.5964 -0.01 0.00 0.01
C -1.6203 -0.1301 6.3629 0.01 0.01 -0.01
C -0.9846 1.0258 6.7879 -0.02 -0.01 0.03
C -0.2138 1.7439 5.8860 0.01 0.00 -0.04
C -0.0724 1.3005 4.5798 -0.01 -0.03 0.05
C -0.7191 0.1403 4.1715 0.14 0.13 -0.02
C -1.5075 -0.5785 5.0606 -0.03 0.04 0.01
C -0.6031 -0.3544 2.7627 0.24 0.36 0.27
O -1.3789 -1.1804 2.3266 -0.33 -0.30 -0.34
O 0.3922 0.1562 2.0902 -0.43 -0.27 -0.19
H -1.0982 1.3612 7.8096 0.00 0.00 0.00
H 0.2704 2.6570 6.2076 0.00 -0.01 0.00
H 0.5182 1.8552 3.8640 -0.02 0.03 -0.01
H -2.0264 -1.4614 4.7170 0.00 -0.02 -0.01
C 3.8101 -3.9905 -2.8067 0.00 -0.03 -0.01
C 2.8386 -4.4878 -1.7801 0.11 0.03 -0.02
C 2.5990 -5.8401 -1.5742 -0.05 0.02 0.03
C 1.6902 -6.1742 -0.5842 0.00 -0.05 -0.04
N 1.0627 -5.2621 0.1481 0.02 -0.06 0.02
C 1.3478 -3.9937 -0.1369 -0.13 0.00 0.00
S 0.4347 -2.8381 0.8215 -0.26 0.71 0.37
N 2.2044 -3.5639 -1.0561 0.13 0.00 -0.09
H 3.8687 -4.6672 -3.6578 0.01 0.00 0.00
H 4.8085 -3.9144 -2.3705 0.00 0.01 0.01
H 3.5121 -3.0011 -3.1505 -0.01 0.01 -0.01
H 3.0971 -6.5982 -2.1611 0.00 0.00 -0.01
H 1.4572 -7.2100 -0.3645 -0.01 0.00 0.00
C 2.1255 3.9051 -5.4776 0.00 0.00 0.00
C 2.9152 2.6798 -5.9140 0.00 0.00 -0.03
N 2.7179 1.5411 -5.0140 -0.05 0.02 0.05
C 3.8340 1.1947 -4.1452 -0.04 -0.01 0.00
C 4.1142 2.2522 -3.0840 0.00 -0.01 0.02
C 1.5603 0.8480 -5.1687 0.03 0.00 0.00
O 0.7857 1.0851 -6.0821 -0.04 -0.02 -0.02
C 1.1648 -0.2202 -4.1803 0.11 0.06 0.06
C 0.4864 -1.3343 -4.6522 0.00 -0.02 -0.01
C -0.0092 -2.2411 -3.7362 -0.01 -0.04 -0.01
C 0.1479 -1.9933 -2.3871 -0.01 -0.01 -0.01
N 0.7913 -0.9174 -1.9152 -0.20 0.28 -0.14
C 1.2779 -0.0486 -2.8118 0.24 -0.11 -0.07
H 2.2933 4.7290 -6.1721 0.00 0.00 0.00
H 2.4188 4.2299 -4.4784 0.00 0.00 0.00
H 1.0601 3.6788 -5.4705 0.00 0.00 0.00
H 3.9853 2.8918 -5.9337 0.00 0.01 0.00
H 2.6115 2.3798 -6.9167 0.01 0.00 0.00
H 4.7199 1.0713 -4.7766 0.00 -0.03 0.02
H 3.6464 0.2228 -3.6931 -0.06 -0.02 0.03
H 4.4842 3.1726 -3.5374 -0.02 0.01 0.00
H 4.8781 1.8996 -2.3889 0.02 0.00 -0.01
H 3.2180 2.5059 -2.5140 -0.03 -0.03 0.04
H 0.3329 -1.4526 -5.7166 0.00 0.00 0.00
H -0.5601 -3.1177 -4.0457 0.00 0.00 -0.01
H -0.2842 -2.6521 -1.6505 -0.07 0.04 -0.04
H 1.7550 0.8317 -2.4152 -0.05 0.08 0.04
```
Forces are in eV/Å.

E_LUMO (spin up / spin down) ... -0.30 / -3.16 eV
Total charge ... 0
Energy above the lowest of the compared OMol25 structures with the same formula, charge and spin ... 112.4 kJ/mol
Gap between HOMO and LUMO (spin up / spin down) ... 0.3077 / 0.2022 hartree
Spin multiplicity ... 2